{
  "formula": "C8H10O2",
  "method": "ωB97M-V/def2-TZVPD",
  "smiles": "C=C=CC[C@@](C)(O)C=C=O",
  "e_above_lowest_kcal_mol": 99.4,
  "total_charge": 0,
  "homo_lumo_gap_ev": 9.670,
  "e_homo_ev": -9.2,
  "total_energy_ha": -461.18015,
  "symbols": ["C", "C", "C", "C", "C", "C", "O", "C", "C", "O", "H", "H", "H", "H", "H", "H", "H", "H", "H", "H"],
  "xyz": [[-1.14796, 1.16839, -2.66532], [-1.31718, 0.08036, -1.91286], [-1.34509, -0.76026, -0.87178], [0.03432, -1.22835, -0.29646], [0.68994, -0.17405, 0.63017], [2.01287, -0.81663, 1.23370], [1.16218, 0.87287, -0.14185], [-0.27936, 0.33811, 1.73046], [-1.21208, 1.24895, 1.44385], [-1.94172, 2.19743, 1.27382], [-0.84817, 1.12891, -3.75728], [-1.00240, 2.12925, -2.04979], [-2.25270, -1.07073, -0.37896], [0.75540, -1.42379, -1.02788], [-0.26166, -2.09216, 0.36206], [2.68249, 0.01222, 1.51737], [2.37875, -1.39770, 0.39393], [1.91986, -1.39215, 2.13799], [0.41852, 1.47070, -0.23539], [-0.44600, -0.29137, 2.61424]]
}